DFT (ωB97M-V/def2-TZVPD) results for the molecule C5H9NO2 at a distorted geometry.

Summary:
Charge   0
SMILES   C=C(OC)N(C)C=O
F_max   0.0580 Eh/bohr
ΔE to the lowest compared entry with this formula, charge and spin   1.893 eV
HOMO-LUMO gap   9.25 eV
LUMO   0.03060 Eh
Electronic energy   -10914.6822 eV

```
17
Properties=species:S:1:pos:R:3:forces:R:3
C 0.58264 -1.55098 0.11987 -1.164 -2.739 0.178
C 0.44714 -0.25115 0.01537 -0.417 0.398 0.401
O 1.52243 0.54831 -0.02084 0.638 1.123 -0.873
C 2.80403 -0.09971 -0.06781 -0.197 0.590 0.246
N -0.77692 0.47730 -0.01586 -0.676 0.464 -0.086
C -0.76077 1.93447 0.08653 0.531 0.657 0.122
C -2.04947 -0.08400 -0.12053 0.425 -0.157 0.374
O -2.29501 -1.26208 -0.01425 -0.236 0.482 -0.285
H 1.50346 -2.07903 -0.11804 -0.258 0.370 0.518
H -0.27580 -2.18933 0.37102 0.468 0.519 -0.545
H 3.54182 0.67434 -0.34129 -0.476 -0.400 0.169
H 3.01675 -0.52073 0.91667 0.114 0.051 0.021
H 2.80634 -0.92204 -0.77730 0.148 0.232 -0.307
H -0.27274 2.22045 1.02270 0.072 0.072 -0.177
H -1.77728 2.36928 0.13470 0.457 -0.606 -0.176
H -0.22091 2.40568 -0.75144 -0.190 -0.223 0.339
H -2.84402 0.71862 -0.26594 0.762 -0.831 0.081
```
Forces are in eV/Å.

Atom charges from the Löwdin analysis, given in e for atoms 1 to 6: number 1, C, carries 0.07; number 2, C, carries -0.38; number 3, O, carries -0.09; number 4, C, carries -0.06; number 5, N, carries -0.05; number 6, C, carries -0.05

=====

DFT (ωB97M-V/def2-TZVPD) results for the molecule C5H9NO2 at a distorted geometry.

Summary:
Charge   0
SMILES   [H]/N=C(\OC)C(=C)OC
F_max   0.0624 Eh/bohr
ΔE to the lowest compared entry with this formula, charge and spin   3.965 eV
HOMO-LUMO gap   9.29 eV
LUMO   0.02681 Eh
Electronic energy   -10912.6109 eV

```
17
Properties=species:S:1:pos:R:3:forces:R:3
H 1.34489 -1.34801 -1.53786 -0.194 -2.853 -0.644
N 1.49035 -0.50060 -1.10840 0.245 1.294 -0.733
C 0.68752 -0.14728 -0.21482 1.175 0.906 -0.578
O -0.18125 -0.82716 0.48570 -1.079 -0.576 2.013
C -0.36244 -2.21740 0.23575 -2.107 -0.337 0.548
C 0.88141 1.26652 0.16897 -0.642 1.235 2.338
C 2.15370 1.64624 0.29654 -1.003 -0.752 -1.032
O -0.16871 2.04302 0.70394 -0.051 -1.587 -1.101
C -1.53931 1.82785 0.12070 1.279 0.268 1.014
H -1.33681 -2.58608 0.84739 2.837 0.852 -0.986
H 0.56046 -2.84087 0.30512 -0.786 0.575 0.352
H -0.71709 -2.16810 -0.76528 -0.176 -1.023 -1.241
H 2.44698 2.61039 0.50320 0.247 2.098 0.862
H 2.93137 1.00956 -0.05279 0.205 -0.524 -0.040
H -1.59489 0.71751 -0.33821 -0.474 2.949 1.169
H -1.59066 2.69036 -0.58512 -0.471 -1.189 -0.098
H -2.22419 2.13608 1.02118 0.993 -1.336 -1.842
```
Forces are in eV/Å.

Atom charges from the Löwdin analysis, given in e for atoms 1 to 6: number 1, H, carries 0.02; number 2, N, carries 0.19; number 3, C, carries -0.49; number 4, O, carries -0.07; number 5, C, carries -0.05; number 6, C, carries -0.27

=====

DFT (ωB97M-V/def2-TZVPD) results for the ion C5H9NO2 with charge +1 at a distorted geometry.

Summary:
Charge   +1
<S²>   0.76
F_max   0.0209 Eh/bohr
ΔE to the lowest compared entry with this formula, charge and spin   2.347 eV
2S+1   2
HOMO-LUMO gap (spin up / spin down)   11.24 / 6.64 eV
LUMO (spin up / spin down)   -0.15204 / -0.31497 Eh
Electronic energy   -10906.1808 eV

```
17
Properties=species:S:1:pos:R:3:forces:R:3
C 0.42563 1.52836 -0.48403 -0.294 0.636 -0.245
N -0.00634 0.29661 0.14294 0.785 -0.023 0.273
C 0.15209 0.23407 1.58475 -0.728 0.019 0.788
C 1.60524 0.45054 2.00431 0.669 0.066 -0.604
C -0.08011 -0.87144 -0.60813 0.793 -0.066 -0.132
C -1.57621 -1.18460 -1.00145 -0.841 -0.603 -0.084
O -1.98664 -2.27822 -0.84340 0.081 0.033 0.012
O 1.11579 1.49818 -1.44573 -0.009 -0.219 -0.286
H 0.06719 2.45284 -0.01229 0.034 -0.208 0.292
H -0.16833 -0.74080 1.94481 -0.166 -0.085 -0.244
H -0.53468 0.95401 2.05117 0.267 0.176 -0.223
H 2.15350 -0.48213 1.92858 -0.021 -0.267 0.196
H 2.15892 1.11388 1.33634 -0.242 0.300 0.097
H 1.68276 0.84267 3.00852 -0.136 -0.013 0.208
H 0.32516 -1.71322 -0.06281 -0.347 -0.284 0.261
H 0.48303 -0.80712 -1.53981 -0.184 0.380 -0.278
H -2.19956 -0.37411 -1.41710 0.337 0.159 -0.031
```
Forces are in eV/Å.

Atom charges from the Löwdin analysis, given in e for atoms 1 to 6: number 1, C, carries -0.20; number 2, N, carries -0.01; number 3, C, carries -0.16; number 4, C, carries -0.02; number 5, C, carries -0.07; number 6, C, carries -0.13

=====

DFT (ωB97M-V/def2-TZVPD) results for the molecule C5H9NO2S at a distorted geometry.

Summary:
Charge   0
F_max   0.0909 Eh/bohr
ΔE to the lowest compared entry with this formula, charge and spin   6.464 eV
HOMO-LUMO gap   9.42 eV
LUMO   0.01552 Eh
Electronic energy   -21745.1967 eV

```
18
Properties=species:S:1:pos:R:3:forces:R:3
C -1.58004 0.63320 -1.59260 0.787 -1.000 -0.335
C -0.96245 -0.18768 -0.80315 -0.819 -1.448 -1.226
C -1.63435 -0.84036 -2.02363 0.197 1.783 1.908
C 2.48102 -0.40757 0.72650 0.402 -0.444 1.218
C -0.17793 -0.72775 0.27805 3.249 3.193 1.055
N 1.28667 0.35814 0.41428 -2.210 -3.231 -2.545
O -1.61048 1.23252 1.45523 2.845 -0.512 1.026
O -2.24025 -1.18057 1.82992 -0.466 -0.376 0.624
S -1.09408 -0.29530 1.91071 -0.670 0.393 -1.803
H -1.64176 1.64366 -1.95401 -0.243 0.066 0.125
H -2.46935 -1.45825 -1.89577 -1.655 -0.330 0.538
H -1.00599 -1.30304 -2.70302 1.575 -0.184 -1.734
H 2.91818 -0.07943 1.75954 -0.851 -1.179 -1.537
H 2.14642 -1.48147 0.62731 1.202 0.813 0.733
H 3.32121 -0.25147 0.02117 -0.653 0.065 0.020
H 0.19095 -1.80015 0.15153 -0.688 1.559 0.505
H -2.50224 1.45346 1.24791 -1.389 -0.685 -0.374
H 1.04293 0.93814 1.14639 -0.615 1.517 1.801
```
Forces are in eV/Å.

Atom charges from the Löwdin analysis, given in e for atoms 1 to 6: number 1, C, carries 0.04; number 2, C, carries -0.28; number 3, C, carries -0.07; number 4, C, carries -0.18; number 5, C, carries -0.23; number 6, N, carries -0.07

=====

DFT (ωB97M-V/def2-TZVPD) results for a structure of composition C5H9NO3 at a distorted geometry.

Summary:
Charge   0
F_max   0.0650 Eh/bohr
ΔE to the lowest compared entry with this formula, charge and spin   2.316 eV
HOMO-LUMO gap   10.04 eV
LUMO   0.02080 Eh
Electronic energy   -12962.3898 eV

```
18
Properties=species:S:1:pos:R:3:forces:R:3
C -2.59762 0.89584 -1.13853 -0.033 0.056 0.060
C -1.36569 1.02326 -0.29541 -0.027 0.195 -0.430
C -1.12864 2.03247 0.53787 0.133 -0.115 -0.299
H 1.14768 -2.27930 1.16549 0.594 -0.213 0.291
H -2.33574 0.90782 -2.19722 0.014 -0.019 -0.043
H -3.07967 -0.06269 -0.94652 -0.048 0.038 0.005
H -3.29240 1.71099 -0.94542 -0.048 -0.021 0.029
H -1.79891 2.87704 0.60177 -0.243 -0.077 0.177
H -0.22844 2.08177 1.13348 0.074 0.014 -0.067
C -0.36955 -0.08946 -0.47464 -0.469 -0.628 1.528
C 2.06557 -1.66472 1.12431 -0.780 1.287 -0.682
N 2.95407 -2.00730 0.20258 0.062 -0.268 0.226
O 0.88488 0.20150 -0.21144 1.538 0.785 2.092
O -0.73166 -1.22548 -0.74491 0.195 0.632 -0.389
O 2.12159 -0.57426 1.74340 0.189 -0.541 0.134
H 1.32926 0.28983 0.94463 -1.088 -1.129 -2.952
H 3.64183 -1.32864 -0.08942 0.003 -0.001 0.181
H 2.78346 -2.78867 -0.41001 -0.068 0.004 0.139
```
Forces are in eV/Å.

Atom charges from the Löwdin analysis, given in e for atoms 1 to 6: number 1, C, carries -0.06; number 2, C, carries -0.28; number 3, C, carries 0.08; number 4, H, carries 0.15; number 5, H, carries 0.09; number 6, H, carries 0.08

=====

DFT (ωB97M-V/def2-TZVPD) results for a cluster of 2 separate species, C5H9NO3 in total at a distorted geometry.

Summary:
Charge   0
F_max   0.1000 Eh/bohr
ΔE to the lowest compared entry with this formula, charge and spin   6.492 eV
HOMO-LUMO gap   8.88 eV
LUMO   0.01277 Eh
Electronic energy   -12958.2138 eV

```
18
Properties=species:S:1:pos:R:3:forces:R:3
C 0.76256 -0.97917 -0.38137 1.367 1.283 -0.605
C -0.24280 0.30013 1.40821 -0.466 2.029 -0.993
C -0.62606 1.00372 -1.13855 3.974 -2.733 -1.789
C -1.63249 -1.04060 -0.24027 3.551 -3.158 1.711
C -0.41887 -0.06593 -0.09144 -0.679 -3.130 0.743
N 3.36285 0.87564 0.16879 0.028 -0.432 0.285
O 1.12583 -1.99926 -0.74116 -0.378 0.192 0.341
O 3.83456 0.41342 1.17244 -1.195 -0.058 -0.953
O 2.26029 0.33678 -0.38088 -0.416 -0.231 0.428
H -0.52525 1.36038 1.39650 0.326 0.007 0.593
H 0.78563 0.21606 1.70424 0.497 0.127 0.190
H -0.87951 -0.16593 2.14931 -0.233 -0.560 -0.370
H 0.16861 1.71501 -0.97781 0.022 0.549 -0.830
H -1.55669 1.34222 -1.05908 -3.741 1.961 0.841
H -0.68075 0.46449 -2.18332 0.825 1.267 1.770
H -2.46659 -0.50581 -0.30875 -3.616 2.466 0.454
H -1.63751 -1.54802 -1.21625 0.462 -0.468 0.541
H -1.63381 -1.72314 0.71939 -0.329 0.890 -2.357
```
Forces are in eV/Å.

Atom charges from the Löwdin analysis, given in e for atoms 1 to 6: number 1, C, carries -0.10; number 2, C, carries -0.01; number 3, C, carries -0.02; number 4, C, carries -0.03; number 5, C, carries -0.51; number 6, N, carries -0.18